1.
ORCA calculation (wB97M-V/def2-TZVPD) on a cluster of 3 separate species, C21H42BClF3IN2O9P in total at a distorted geometry.

The HOMO-LUMO gap is 6.7 eV. As for the spin multiplicity: 1. As for the max |F|: 7.36 eV Å⁻¹. As for the net charge: -1.

Last column: Mulliken charge in e.
Positions of all 81 atoms, in Å:
1 C -3.077 1.214 3.283  -1.0202
2 P -3.193 1.170 1.337  0.8942
3 C -3.266 1.281 -0.579  0.5543
4 C -3.880 2.685 -1.162  -0.2837
5 O -3.190 3.698 -1.695  -0.5343
6 B -3.867 2.960 1.599  0.9358
7 N -5.304 3.335 1.906  -0.7636
8 O -2.892 4.106 1.545  -0.5991
9 C -4.867 0.253 1.319  0.5246
10 F -5.517 0.088 2.639  -0.3242
11 F -5.885 0.798 0.393  -0.2972
12 F -4.590 -1.151 0.830  -0.2980
13 O -2.534 -0.455 1.143  -0.7625
14 C -1.063 -0.581 1.003  0.3507
15 O -0.787 -1.607 2.063  -0.6778
16 C -0.923 -1.252 -0.483  0.7955
17 C 0.316 -2.303 -0.674  -0.9785
18 C 1.565 -1.716 -1.605  0.0595
19 Cl 3.110 -1.961 -0.583  -0.3870
20 C -0.426 0.946 1.255  1.3396
21 C 0.310 0.844 2.756  -1.2632
22 N 1.653 0.134 2.707  -0.3539
23 C 0.859 1.383 0.338  -0.2836
24 C 0.511 2.171 -1.051  0.4474
25 C 0.006 3.744 -0.831  -0.7213
26 I 1.543 5.054 0.026  -0.1200
27 O -1.574 1.901 1.394  -0.4838
28 H -3.998 1.802 3.765  0.2038
29 H -2.910 0.155 3.752  0.1896
30 H -2.143 1.927 3.497  0.1548
31 H -3.843 0.369 -1.087  0.4507
32 H -2.161 1.207 -0.957  -0.6393
33 H -5.067 2.806 -1.163  0.2029
34 H -5.900 3.288 1.035  0.3057
35 H -5.717 2.664 2.620  0.3168
36 H -3.036 4.546 2.456  0.2324
37 H -1.672 -1.962 2.409  0.3908
38 H -1.952 -1.821 -0.689  0.5004
39 H -0.833 -0.466 -1.370  -1.0761
40 H -0.118 -3.221 -1.301  0.1804
41 H 0.750 -2.764 0.308  0.4177
42 H 1.372 -0.606 -1.926  0.0328
43 H 1.652 -2.372 -2.586  0.3234
44 H -0.412 0.467 3.595  0.2521
45 H 0.559 1.979 3.031  0.2540
46 H 2.414 0.825 2.954  0.2305
47 H 1.696 -0.650 3.425  0.2272
48 H 1.495 2.144 1.003  0.4409
49 H 1.600 0.498 0.092  -0.1938
50 H 1.546 2.278 -1.637  0.3531
51 H -0.188 1.571 -1.800  -0.7134
52 H -0.196 4.152 -1.934  0.4473
53 H -1.013 3.833 -0.263  0.1222
54 O -0.384 0.087 -2.848  -0.2367
55 C -0.609 -0.078 -4.045  0.2255
56 O -0.282 -1.239 -4.650  -0.3902
57 C -0.677 -1.603 -5.987  -0.4440
58 C 0.299 -1.052 -7.009  -1.0082
59 C -1.162 1.044 -4.877  -1.2024
60 H -1.711 -1.305 -6.188  0.3575
61 H -0.659 -2.697 -6.027  0.3431
62 H 0.321 0.040 -6.995  0.2733
63 H 0.028 -1.382 -8.015  0.3748
64 H 1.316 -1.393 -6.787  0.3034
65 H -0.342 1.683 -5.210  0.2724
66 H -1.848 1.629 -4.258  0.2181
67 H -1.740 0.709 -5.735  0.4163
68 O 4.844 -1.806 5.289  -0.5926
69 C 5.435 -2.417 4.402  0.7734
70 O 5.593 -1.868 3.179  -0.3690
71 C 6.431 -2.411 2.141  -0.4533
72 C 5.682 -3.453 1.331  -0.3654
73 C 5.908 -3.824 4.631  -0.9388
74 H 7.371 -2.790 2.551  0.3620
75 H 6.695 -1.573 1.487  0.3309
76 H 5.388 -4.305 1.949  0.2423
77 H 6.302 -3.819 0.509  0.3927
78 H 4.761 -3.028 0.919  -0.1096
79 H 5.085 -4.517 4.437  0.2364
80 H 6.221 -3.919 5.675  0.3069
81 H 6.771 -4.100 4.030  0.3247

2.
ORCA calculation (wB97M-V/def2-TZVPD) on a structure of composition C21H42BCrF3N3O7SSbSi3.

The HOMO-LUMO gap (alpha / beta) is 8.0 / 8.0 eV. Its expectation value of S² is 6.016. As for the spin multiplicity: 5. As for the max |F|: 0.46 eV Å⁻¹.

Last column: Löwdin spin population.
Positions of all 83 atoms, in Å:
1 Cr 1.304 -1.031 0.363  3.7605
2 C 3.018 2.857 2.817  0.0004
3 O 1.903 3.455 2.152  0.0001
4 C 1.866 3.233 0.788  -0.0008
5 O 1.370 0.732 1.153  0.0343
6 N 1.986 1.443 -1.092  0.0057
7 N 2.145 0.076 -1.468  0.0355
8 H 2.875 3.056 3.876  0.0000
9 H 3.952 3.312 2.484  0.0000
10 H 3.042 1.781 2.643  0.0003
11 H 2.536 2.083 -1.648  0.0003
12 H 3.133 -0.171 -1.464  0.0035
13 H 1.755 -0.077 -2.390  0.0039
14 F 4.036 -2.569 -1.361  0.0013
15 C 4.711 -2.821 -0.218  0.0007
16 F 4.295 -4.017 0.226  0.0002
17 F 5.999 -2.917 -0.527  0.0002
18 S 4.410 -1.494 1.032  0.0068
19 O 5.363 -1.771 2.058  0.0010
20 O 3.009 -1.769 1.427  0.0371
21 O 4.551 -0.286 0.255  0.0030
22 O 3.013 3.866 0.162  -0.0001
23 B 1.746 1.688 0.312  0.0128
24 O 0.735 3.979 0.328  0.0003
25 C 1.219 5.191 -0.082  0.0000
26 C 0.520 6.325 -0.410  0.0000
27 C 1.272 7.423 -0.843  0.0000
28 C 2.653 7.359 -0.933  0.0000
29 C 3.350 6.193 -0.597  0.0000
30 C 2.599 5.124 -0.175  -0.0001
31 H -0.557 6.364 -0.332  0.0000
32 H 0.763 8.341 -1.107  0.0000
33 H 3.205 8.227 -1.268  0.0000
34 H 4.427 6.128 -0.664  0.0000
35 C -1.783 -4.206 1.336  0.0012
36 Si -2.508 -2.532 1.777  0.0057
37 C -4.376 -2.630 1.674  0.0004
38 C -2.005 -2.055 3.517  0.0019
39 Sb -1.437 -0.811 0.240  0.0160
40 Si -2.437 1.405 1.025  0.0004
41 C -1.528 1.880 2.580  0.0004
42 C -2.211 2.670 -0.334  0.0004
43 C -4.267 1.178 1.375  -0.0006
44 Si -2.429 -1.245 -2.063  0.0020
45 C -2.020 0.243 -3.127  0.0006
46 C -1.568 -2.755 -2.779  0.0006
47 C -4.278 -1.540 -2.081  -0.0004
48 H -2.150 -4.958 2.040  0.0001
49 H -0.693 -4.193 1.393  0.0007
50 H -2.075 -4.518 0.330  0.0001
51 H -4.718 -3.437 2.329  0.0002
52 H -4.729 -2.847 0.666  0.0000
53 H -4.851 -1.707 2.007  0.0000
54 H -2.181 -2.894 4.196  0.0001
55 H -2.590 -1.208 3.878  0.0001
56 H -0.949 -1.787 3.582  0.0015
57 H -0.486 2.127 2.380  0.0000
58 H -1.547 1.075 3.317  0.0000
59 H -2.014 2.754 3.024  0.0001
60 H -1.251 2.583 -0.842  0.0000
61 H -2.255 3.670 0.104  0.0001
62 H -3.012 2.588 -1.072  0.0000
63 H -4.430 0.689 2.338  0.0000
64 H -4.774 0.593 0.606  -0.0001
65 H -4.747 2.160 1.420  -0.0001
66 H -0.972 0.535 -3.041  0.0001
67 H -2.618 1.110 -2.845  0.0000
68 H -2.227 0.020 -4.177  0.0001
69 H -0.484 -2.632 -2.763  0.0002
70 H -1.881 -2.902 -3.817  0.0001
71 H -1.818 -3.660 -2.220  0.0001
72 H -4.831 -0.718 -1.625  0.0000
73 H -4.550 -2.463 -1.567  0.0000
74 H -4.609 -1.629 -3.120  0.0000
75 C 1.816 -5.638 -2.597  0.0019
76 C 1.400 -5.512 -1.130  0.0053
77 C 1.287 -4.115 -0.730  0.0336
78 N 1.251 -3.013 -0.418  0.0180
79 H 1.915 -6.689 -2.860  0.0002
80 H 2.772 -5.146 -2.767  0.0000
81 H 1.070 -5.187 -3.251  0.0000
82 H 2.135 -5.968 -0.465  0.0010
83 H 0.439 -5.991 -0.938  0.0011

3.
ORCA calculation (wB97M-V/def2-TZVPD) on a structure of composition C21H42BNO3P2Zr at a distorted geometry.

The HOMO-LUMO gap is 7.1 eV. As for the spin multiplicity: 1. As for the max |F|: 4.79 eV Å⁻¹.

Last column: Mulliken charge in e.
Positions of all 71 atoms, in Å:
1 Zr -0.485 -0.114 -1.111  0.6119
2 P -2.248 1.530 -0.489  1.1718
3 P 1.310 -1.737 -1.711  1.1572
4 N -1.635 -1.452 -0.820  -1.2287
5 H 0.508 3.365 -1.874  0.0563
6 C -3.209 2.362 -1.848  -1.2561
7 H -3.967 3.064 -1.456  0.4009
8 H -3.708 1.587 -2.454  0.3248
9 H -2.508 2.911 -2.500  0.2713
10 C -1.703 2.988 0.513  -0.8065
11 H -2.517 3.723 0.644  0.5351
12 H -0.848 3.472 0.011  0.1999
13 H -1.369 2.629 1.500  -0.0719
14 C -3.590 0.801 0.542  -1.2660
15 H -4.270 1.579 0.932  0.4824
16 H -3.126 0.253 1.379  0.2216
17 H -4.157 0.081 -0.069  0.3131
18 C 1.625 -2.112 -3.505  -1.3463
19 H 2.404 -2.884 -3.640  0.4113
20 H 1.937 -1.185 -4.016  0.3276
21 H 0.683 -2.458 -3.965  0.3360
22 C 3.014 -1.331 -1.117  -0.6708
23 H 3.758 -2.071 -1.460  0.5237
24 H 3.004 -1.301 -0.015  -0.1800
25 H 3.290 -0.330 -1.488  0.1990
26 C 1.012 -3.417 -1.011  -1.2311
27 H 1.870 -4.090 -1.185  0.4875
28 H 0.106 -3.838 -1.477  0.2915
29 H 0.826 -3.312 0.070  0.1702
30 C -2.551 -2.436 -0.578  -0.2095
31 C -4.402 -3.859 -1.305  -0.5097
32 C -3.471 -2.851 -1.577  -0.5418
33 C -2.598 -3.064 0.695  0.2024
34 C -3.534 -4.069 0.952  -0.5885
35 C -4.441 -4.473 -0.042  -0.3702
36 H -5.106 -4.169 -2.085  0.3379
37 H -3.433 -2.365 -2.557  0.3572
38 H -1.886 -2.738 1.460  0.3010
39 H -3.558 -4.543 1.940  0.3538
40 H -5.172 -5.261 0.165  0.3529
41 C 1.039 2.532 -2.388  0.9282
42 O 0.527 1.319 -1.908  -0.8904
43 C 0.768 2.651 -3.894  -1.4668
44 H 1.638 3.106 -4.401  0.4379
45 H -0.118 3.280 -4.090  0.3009
46 H 0.595 1.652 -4.330  0.2177
47 C 2.532 2.629 -2.053  -1.1311
48 H 3.147 2.215 -2.871  0.4070
49 H 2.750 2.066 -1.128  -0.0683
50 H 2.821 3.679 -1.887  0.3777
51 C 3.430 0.239 1.984  -1.6624
52 C 2.051 -0.012 2.653  1.8108
53 C 2.324 -0.714 3.998  -1.9808
54 O 1.275 -0.855 1.810  -0.4341
55 B 0.401 0.112 1.123  1.3523
56 O 0.622 1.493 1.562  -0.1840
57 C 1.228 1.318 2.805  1.2661
58 C 0.111 1.245 3.887  -1.7760
59 C 2.084 2.567 3.125  -1.9502
60 H 3.979 -0.716 1.849  0.4701
61 H 4.081 0.874 2.622  0.3988
62 H 3.312 0.741 1.000  0.0519
63 H 2.904 -1.648 3.833  0.4737
64 H 2.907 -0.050 4.672  0.3145
65 H 1.381 -1.005 4.501  0.3758
66 H 0.548 1.156 4.904  0.4114
67 H -0.504 2.170 3.868  0.4513
68 H -0.569 0.384 3.716  0.2167
69 H 2.822 2.772 2.322  0.3781
70 H 1.440 3.471 3.185  0.4552
71 H 2.617 2.446 4.091  0.3265

Question: Look up the max |F| of the first one.
Answer: 7.36 eV Å⁻¹